1 | Here is a cluster of 12 separate species, BH26O11 in total from the OMol25 dataset. Energies are from wB97M-V/def2-TZVPD.

ORCA input file:
```
! RIJCOSX wB97M-V def2-TZVPD def2/J DEFGRID3
* xyz -1 1
B -0.35 0.24 0.25
H 0.03 -0.39 1.40
H -0.59 1.35 0.37
H 0.53 0.09 -0.61
H -1.34 -0.37 -0.01
O -1.24 4.60 -1.36
H -1.32 3.65 -1.40
H -1.87 4.81 -2.01
O -0.54 -0.82 -2.59
H -0.11 -0.13 -2.26
H -0.05 -1.06 -3.24
O 2.37 1.70 1.48
H 2.34 2.40 2.14
H 1.47 1.52 1.22
O -2.73 2.10 -1.39
H -2.01 1.70 -0.75
H -3.19 1.38 -1.77
O -1.76 -3.13 -0.84
H -1.59 -2.47 -1.49
H -1.74 -3.67 -1.57
O -0.88 -2.98 2.77
H -0.43 -2.28 2.45
H -1.55 -2.91 2.11
O 2.80 1.25 -2.41
H 3.06 1.25 -1.52
H 3.58 1.71 -2.67
O -2.51 1.87 2.68
H -3.14 1.51 3.36
H -2.13 1.21 2.04
O 2.72 -2.05 -1.51
H 2.55 -1.32 -2.20
H 2.38 -1.91 -0.68
O 2.19 -0.05 3.95
H 2.17 -0.97 3.68
H 2.18 0.42 3.11
O 0.51 -2.96 -0.11
H -0.16 -3.43 -0.53
H 0.35 -1.88 -0.09
*
```

Frontier orbital gap in eV: 9.1
Lowest unoccupied orbital energy in Eh: 0.097

***

2 | Here is a cluster of 12 separate species, BH26O11 in total from the OMol25 dataset. Energies are from wB97M-V/def2-TZVPD.

ORCA input file:
```
! RIJCOSX wB97M-V def2-TZVPD def2/J DEFGRID3
* xyz -1 1
B -0.25 0.16 0.47
H 0.12 1.01 1.02
H 0.07 0.26 -0.55
H -0.03 -0.79 0.93
H -1.33 0.22 0.51
O -2.44 3.11 6.72
H -2.73 2.70 5.91
H -2.55 4.05 6.57
O 5.51 2.19 -3.05
H 5.18 1.33 -3.31
H 5.26 2.77 -3.78
O -6.75 -0.39 -1.67
H -7.26 -1.12 -1.31
H -5.85 -0.72 -1.69
O 2.05 -0.34 4.94
H 1.99 0.55 5.26
H 1.73 -0.30 4.04
O 4.63 4.30 1.26
H 4.22 3.43 1.35
H 5.06 4.27 0.41
O -3.51 4.33 1.06
H -4.03 4.47 0.27
H -2.99 3.54 0.87
O -1.88 -2.11 -3.62
H -1.41 -1.56 -2.99
H -1.44 -2.96 -3.57
O 3.74 -2.31 -2.59
H 3.08 -1.83 -2.10
H 4.33 -2.67 -1.93
O -0.80 0.95 -7.41
H -0.71 1.88 -7.19
H -1.15 0.55 -6.62
O 3.09 -6.20 2.70
H 3.64 -5.80 2.02
H 2.61 -5.47 3.08
O -3.39 -3.92 1.12
H -2.89 -3.10 1.16
H -2.92 -4.51 1.71
*
```

Frontier orbital gap in eV: 7.6
Lowest unoccupied orbital energy in Eh: 0.083

***

Most stable structure: 2

***

1 | Here is the ion C3H6N3O2 with charge +1 from the OMol25 dataset. Energies are from wB97M-V/def2-TZVPD.

ORCA input file:
```
! RIJCOSX wB97M-V def2-TZVPD def2/J DEFGRID3
* xyz 1 1
C -1.20 -0.21 0.53
N -0.30 0.69 0.33
C 1.40 0.48 0.34
N 1.55 0.09 -1.09
C 1.91 1.07 -1.98
O 2.35 2.13 -1.61
N 1.83 0.45 -3.21
O 1.56 1.18 -4.22
H -2.09 -0.12 -0.17
H -1.15 -1.13 1.10
H -0.17 1.59 -0.25
H 1.95 1.50 0.17
H 1.83 -0.22 1.09
H 1.19 -0.69 -1.61
*
```

Frontier orbital gap (alpha / beta) in eV: 8.3 / 8.3
Lowest unoccupied orbital energy (alpha / beta) in Eh: -0.220 / -0.222

***

2 | Here is a cluster of 2 separate species, C3H6N3O2 in total from the OMol25 dataset. Energies are from wB97M-V/def2-TZVPD.

ORCA input file:
```
! RIJCOSX wB97M-V def2-TZVPD def2/J DEFGRID3
* xyz 1 1
C -0.98 -0.90 1.14
C -0.26 1.52 -1.58
C 0.12 -0.95 0.45
N -0.38 2.67 -1.68
N 1.08 -1.06 -0.35
N -1.60 0.07 1.82
O 1.26 -0.93 -1.66
O 2.32 -1.35 0.24
H -1.37 -1.95 1.42
H 0.81 -0.16 -2.05
H -0.55 3.63 -1.74
H -1.03 0.86 2.16
H 2.93 -1.08 -0.44
H -2.35 -0.37 2.26
*
```

Frontier orbital gap in eV: 10.2
Lowest unoccupied orbital energy in Eh: -0.144

***

Most stable structure: 1

***

1 | Here is the ion C3H11NOP with charge +1 from the OMol25 dataset. Energies are from wB97M-V/def2-TZVPD.

ORCA input file:
```
! RIJCOSX wB97M-V def2-TZVPD def2/J DEFGRID3
* xyz 1 1
C 0.34 0.73 2.35
C 0.24 0.88 0.90
N -0.43 -0.27 0.27
C -0.89 0.02 -1.36
O -2.03 -0.82 -1.44
P 0.57 -0.55 -2.21
H 0.72 -0.26 2.68
H 1.11 1.41 2.71
H -0.65 0.93 2.83
H 1.15 0.92 0.32
H -0.43 1.79 0.69
H -1.30 -0.45 0.66
H 0.12 -1.05 0.26
H -2.52 -0.52 -2.14
H 1.44 -1.73 -2.25
H 1.61 0.32 -1.90
H 0.14 -0.37 -3.61
*
```

Frontier orbital gap in eV: 9.2
Lowest unoccupied orbital energy in Eh: -0.139

***

2 | Here is a cluster of 2 separate species, C3H11NOP in total from the OMol25 dataset. Energies are from wB97M-V/def2-TZVPD.

ORCA input file:
```
! RIJCOSX wB97M-V def2-TZVPD def2/J DEFGRID3
* xyz 1 1
C -0.15 -2.01 -0.43
C 0.08 1.50 1.87
C 0.78 -0.92 -0.73
N -0.74 1.05 0.71
O 1.90 -0.63 -0.13
P 0.28 0.42 -1.90
H 0.31 -2.93 -0.91
H -1.12 -1.70 -0.74
H -0.10 -2.12 0.64
H -0.64 1.88 2.69
H 0.44 0.59 2.22
H 0.84 2.22 1.71
H -0.73 1.73 -0.16
H -1.71 0.78 0.97
H 2.16 -1.38 0.51
H -0.67 -0.39 -2.65
H 1.37 0.21 -2.77
*
```

Frontier orbital gap in eV: 7.8
Lowest unoccupied orbital energy in Eh: -0.193

***

Most stable structure: 2

***

1 | Here is a cluster of 7 separate species, C4H25N2O7 in total from the OMol25 dataset. Energies are from wB97M-V/def2-TZVPD.

ORCA input file:
```
! RIJCOSX wB97M-V def2-TZVPD def2/J DEFGRID3
* xyz 1 1
N 0.01 0.27 -0.32
C -0.37 -0.69 0.76
C -0.70 -2.03 0.13
O -1.63 -1.88 -1.00
C 0.89 -0.94 1.61
N 1.30 0.25 2.27
C 2.69 0.72 2.24
H 0.51 1.01 0.19
H -0.84 0.59 -0.74
H 0.60 -0.28 -0.92
H -1.29 -0.40 1.27
H -1.20 -2.73 0.79
H 0.11 -2.49 -0.43
H -2.41 -1.43 -0.67
H 0.77 -1.82 2.25
H 1.68 -1.25 0.93
H 0.85 0.68 3.05
H 3.29 0.14 1.54
H 3.15 0.51 3.21
H 2.75 1.78 2.05
H -2.82 3.02 -1.32
H -3.44 1.72 -1.50
O -2.68 2.10 -1.11
H -3.21 -2.42 1.45
H -4.24 -1.29 1.88
O -3.40 -1.49 1.49
H 3.12 -1.71 -1.81
H 2.77 -3.09 -1.26
O 2.39 -2.22 -1.46
H -1.32 2.49 0.07
H -1.20 3.22 1.45
O -0.79 2.59 0.87
H -0.34 -0.07 -3.58
H -0.46 -1.50 -4.24
O -0.55 -0.56 -4.37
H 2.20 2.42 -2.08
H 2.13 3.73 -1.12
O 1.68 3.04 -1.57
*
```

Frontier orbital gap in eV: 9.1
Lowest unoccupied orbital energy in Eh: -0.097

***

2 | Here is a cluster of 8 separate species, C4H25N2O7 in total from the OMol25 dataset. Energies are from wB97M-V/def2-TZVPD.

ORCA input file:
```
! RIJCOSX wB97M-V def2-TZVPD def2/J DEFGRID3
* xyz 1 1
C 0.78 1.07 2.09
C 1.06 -0.47 2.28
C -0.18 -1.23 2.33
C -0.49 -1.92 1.20
N -1.38 -2.93 0.90
N 0.29 1.36 0.70
H 1.80 1.46 2.30
H -0.01 1.44 2.84
H 1.88 -0.77 1.63
H 1.51 -0.81 3.32
H -0.74 -1.31 3.21
H 0.07 -1.52 0.28
H -1.95 -3.26 1.75
H -2.01 -2.70 0.20
H 0.45 2.34 0.42
H 0.82 0.93 -0.06
H -0.71 1.11 0.82
H -3.13 2.17 0.27
H -3.90 1.38 1.43
O -2.98 1.56 0.99
H -0.73 4.53 0.29
H -2.22 4.38 0.35
O -1.43 3.99 0.08
H -0.14 -1.37 -1.79
H 0.89 -0.98 -2.99
O -0.03 -0.71 -2.45
H 1.69 2.18 -3.32
H 0.69 3.10 -2.84
O 1.48 2.67 -2.52
H -1.90 -0.02 -2.19
H -2.06 -0.90 -0.87
O -2.03 -0.09 -1.22
H 1.64 -2.92 0.47
H 2.51 -2.82 -0.67
O 2.36 -2.37 0.08
H 3.31 -2.04 -2.76
H 2.34 -2.58 -3.62
O 2.49 -1.96 -2.91
*
```

Frontier orbital gap in eV: 9.1
Lowest unoccupied orbital energy in Eh: -0.090

***

Most stable structure: 1